{
  "formula": "C5H5NOS",
  "method": "wB97M-V/def2-TZVPD",
  "elements": ["C", "C", "C", "C", "C", "H", "H", "H", "H", "H", "N", "O", "S"],
  "coordinates": [[2.69560, 0.07489, -0.37974], [1.37732, -0.03756, 0.34362], [-2.09256, -0.93727, 0.77953], [-2.63489, 0.31532, 0.30803], [-2.82278, 1.13808, -0.64298], [2.55445, 1.29962, -0.95920], [3.00319, -0.81566, -1.17342], [3.48955, 0.22140, 0.65563], [-2.80839, -1.46342, 1.53304], [-3.02784, 1.82891, -1.47506], [-1.03470, -1.42924, 0.28151], [1.16672, 0.57911, 1.45470], [0.13434, -0.77419, -0.72564]],
  "orbital_gap_ha": 0.3130,
  "relative_energy_kj_mol": 600.1,
  "lumo_ev": -0.29,
  "multiplicity": 1
}

---

{
  "formula": "C15H34O10P2",
  "method": "wB97M-V/def2-TZVPD",
  "elements": ["C", "C", "C", "C", "C", "C", "C", "C", "C", "O", "O", "H", "H", "H", "H", "H", "H", "H", "H", "H", "H", "H", "H", "H", "H", "H", "H", "C", "O", "P", "O", "O", "C", "O", "C", "H", "H", "H", "H", "H", "H", "H", "H", "H", "C", "O", "P", "O", "O", "C", "O", "C", "H", "H", "H", "H", "H", "H", "H", "H", "H"],
  "coordinates": [[0.64423, 0.74219, 0.59298], [0.63347, -0.16258, -0.70444], [2.06268, -0.19314, -1.37422], [0.13419, -1.58075, -0.32207], [-1.33749, -1.67028, 0.16900], [-2.38388, -1.23653, -0.88135], [-2.61280, 0.34617, -0.86370], [-4.17770, 0.49122, -0.75758], [-4.55273, -0.86498, -1.38994], [-5.28683, -1.13562, -2.24073], [-3.72093, -1.75425, -0.69696], [-0.03553, 1.60698, 0.43751], [1.65325, 1.12961, 0.81309], [0.24035, 0.20924, 1.47745], [-0.01322, 0.35983, -1.43589], [1.99902, 0.03966, -2.45470], [2.57087, -1.16147, -1.21621], [2.65837, 0.63030, -0.93790], [0.30844, -2.31236, -1.13949], [0.76882, -1.92576, 0.52415], [-1.45196, -1.13178, 1.13362], [-1.54629, -2.74165, 0.39238], [-2.05626, -1.63657, -1.86558], [-2.00011, 0.75660, -0.04815], [-2.27033, 0.60987, -1.88544], [-4.42738, 1.43302, -1.26396], [-4.33802, 0.45701, 0.33305], [4.70161, 4.32408, -2.53584], [4.87458, 2.90796, -2.75782], [4.84453, 2.34326, -4.36768], [3.99440, 1.14038, -4.08980], [6.44380, 1.98388, -4.27880], [7.36908, 3.05529, -4.10121], [4.87954, 2.24287, -6.04666], [5.09678, 0.95365, -6.60899], [4.03008, 4.46264, -1.68940], [5.66559, 4.77834, -2.29926], [4.27272, 4.82301, -3.40585], [7.65139, 3.11827, -3.04872], [6.94966, 4.01242, -4.42135], [8.25953, 2.84829, -4.69248], [4.16977, 0.38187, -6.60263], [5.87638, 0.41000, -6.07633], [5.40953, 1.09778, -7.64368], [-4.71144, -0.84337, 3.08567], [-3.48510, -1.14621, 3.78537], [-3.55868, -1.34031, 5.47715], [-2.31627, -0.55692, 5.77632], [-3.23931, -2.94276, 5.33735], [-4.18901, -3.76477, 4.65887], [-4.12596, -1.52579, 7.04926], [-3.16849, -1.88322, 8.03936], [-4.50441, -0.07287, 2.34571], [-5.06890, -1.73855, 2.57359], [-5.48506, -0.47879, 3.76288], [-3.85367, -3.93388, 3.63407], [-5.18296, -3.31062, 4.64409], [-4.24979, -4.72309, 5.17198], [-2.60939, -1.00296, 8.35372], [-2.48584, -2.65178, 7.67819], [-3.71692, -2.27210, 8.89803]],
  "orbital_gap_ha": 0.2823,
  "relative_energy_kj_mol": 0.0,
  "lumo_ev": -2.17,
  "multiplicity": 1,
  "smiles": "CC(C)CC[C@@H]1CCC(=O)O1.COP(=O)(OC)OC.COP(=O)(OC)OC"
}

---

{
  "formula": "C38H32Br2HfN7O3",
  "method": "wB97M-V/def2-TZVPD",
  "elements": ["Hf", "O", "C", "N", "C", "C", "C", "C", "C", "C", "N", "C", "O", "C", "C", "C", "C", "C", "N", "C", "C", "C", "C", "C", "N", "H", "H", "H", "H", "H", "H", "H", "H", "H", "H", "H", "H", "Br", "C", "C", "C", "C", "C", "C", "N", "C", "C", "C", "C", "C", "C", "N", "H", "H", "H", "H", "H", "H", "H", "H", "H", "C", "C", "C", "O", "H", "H", "H", "H", "H", "H", "H", "Br", "C", "C", "C", "N", "C", "C", "H", "H", "H", "H"],
  "coordinates": [[0.37347, -0.34442, 0.28488], [-3.47943, 0.13161, 2.11589], [-2.46423, -0.42547, 1.73112], [-1.18539, 0.00912, 1.79346], [-0.78299, 0.91878, 2.79416], [-1.59882, 1.77711, 3.52717], [-1.03376, 2.53716, 4.54295], [0.31956, 2.44919, 4.83065], [1.13680, 1.60489, 4.09288], [0.58890, 0.84936, 3.06810], [1.34483, 0.02725, 2.17881], [2.31766, -0.74836, 2.72442], [2.66581, -0.82135, 3.88644], [3.01502, -1.56818, 1.67495], [4.21689, -2.19969, 1.94481], [4.87629, -2.83117, 0.90480], [4.32069, -2.78812, -0.36572], [3.10646, -2.14832, -0.54154], [2.44368, -1.57380, 0.46646], [-2.55874, -1.84070, 1.20909], [-3.80348, -2.45735, 1.13841], [-3.85547, -3.81103, 0.86363], [-2.66329, -4.49898, 0.68489], [-1.47623, -3.79040, 0.73022], [-1.41200, -2.47915, 0.96633], [-2.65391, 1.82810, 3.31501], [-1.66577, 3.19825, 5.11967], [0.74233, 3.03584, 5.63343], [2.19121, 1.52840, 4.31442], [4.60188, -2.16084, 2.95343], [5.82045, -3.32966, 1.07422], [4.81956, -3.23245, -1.21490], [2.65105, -2.06926, -1.51594], [-4.68321, -1.86327, 1.33763], [-4.80416, -4.32855, 0.81856], [-2.64749, -5.56705, 0.52173], [-0.53559, -4.30524, 0.58561], [-5.85024, 4.59343, -0.46162], [-4.57630, 3.22420, -0.68092], [-4.71090, 2.32486, -1.73138], [-3.77838, 1.31887, -1.89901], [-2.69735, 1.20653, -1.02219], [-2.59271, 2.09855, 0.03920], [-3.52401, 3.11048, 0.21003], [-1.69090, 0.17567, -1.15458], [-1.73901, -0.57205, -2.18690], [-0.90336, -1.76043, -2.37389], [-1.08934, -2.51791, -3.52247], [-0.39564, -3.71092, -3.66802], [0.42848, -4.11304, -2.63590], [0.55398, -3.29272, -1.52070], [-0.06570, -2.12551, -1.39006], [-5.54795, 2.40454, -2.40985], [-3.94460, 0.63346, -2.71691], [-1.79226, 2.01221, 0.75172], [-3.42634, 3.79381, 1.04110], [-2.46181, -0.41465, -2.98499], [-1.77939, -2.17716, -4.28061], [-0.51610, -4.31499, -4.55576], [0.97337, -5.04439, -2.67338], [1.18677, -3.59539, -0.69679], [2.21659, 0.05230, -3.59521], [2.16416, 0.82073, -2.27850], [3.54446, 0.96641, -1.64905], [1.24699, 0.20745, -1.40739], [2.88983, 0.53633, -4.30378], [1.22923, -0.00481, -4.05416], [2.58095, -0.96416, -3.43889], [1.79206, 1.83402, -2.50457], [4.09704, 0.02687, -1.65633], [3.47541, 1.31101, -0.61830], [4.13584, 1.69410, -2.20652], [1.71018, 6.67538, -0.38949], [1.33160, 4.85526, -0.13608], [1.90765, 4.15652, 0.90964], [1.58819, 2.81850, 1.06192], [0.74889, 2.15897, 0.25487], [0.24565, 2.84613, -0.77862], [0.48988, 4.18567, -1.01033], [2.58737, 4.63099, 1.60038], [2.03432, 2.24870, 1.86049], [-0.36449, 2.28997, -1.47149], [0.03934, 4.68395, -1.85483]],
  "orbital_gap_ha": 0.2213,
  "relative_energy_kj_mol": 87.2,
  "lumo_ev": -3.99,
  "multiplicity": 1,
  "charge": 1
}